[1]
9
Properties=species:S:1:pos:R:3:nbo_charge:R:1 method="wB97M-V/def2-TZVPD" gap_ev=8.835 de_lowest_ev=0.3852 multiplicity=1 homo_energy_ev=-8.62 energy_ev=-25616.0307
C 0.008 -1.373 0.108 -0.36
C 0.825 -0.331 0.050 -0.30
C 0.175 1.001 -0.035 0.58
N -1.183 0.846 0.015 -0.75
O 0.751 2.036 0.072 -0.57
S -1.639 -0.791 -0.002 0.50
I 2.901 -0.402 0.029 0.20
H -0.019 -2.459 0.247 0.26
H -1.820 1.472 -0.483 0.43

[2]
11
Properties=species:S:1:pos:R:3:lowdin_spin:R:1 method="wB97M-V/def2-TZVPD" gap_ev="8.945 / 4.959" de_lowest_ev=0.3840 multiplicity=7 homo_energy_ev="-19.65 / -19.12" s2=13.03 energy_ev=-32099.8219 charge=+3
C 0.863 0.923 -0.150 0.21
C 0.010 -0.116 -0.167 0.37
O 0.901 1.859 -1.094 0.24
H 1.570 1.014 0.688 0.00
H -0.767 -0.301 -0.909 0.01
Li 2.369 2.650 -1.795 0.00
Li -0.820 2.460 -1.245 0.00
O 0.410 -1.289 0.590 0.11
C -0.539 -2.101 0.974 -0.06
O -1.759 -1.766 0.608 -0.06
Tb -2.237 -3.334 2.501 5.16